1.
45
Properties=species:S:1:pos:R:3 method="wB97M-V/def2-TZVPD" spin_multiplicity=1 lumo_energy_ev=0.298 homo_ev=-8.4734
O 0.108 0.940 2.638
S 1.070 1.475 1.635
O 1.025 0.782 0.338
C 0.611 3.233 1.452
B -0.997 3.200 1.447
O -1.688 3.468 2.649
B -2.860 2.674 2.651
O -3.697 2.851 1.518
B -2.915 2.349 0.456
Cl -3.570 0.960 -0.469
O -1.671 2.942 0.236
H 2.321 1.468 2.207
H 0.965 3.612 0.489
H 1.031 3.820 2.273
H -3.117 1.879 3.482
C 0.386 -3.885 -2.194
S 1.707 -2.681 -1.978
O 2.949 -3.289 -2.542
C 1.805 -2.828 -0.185
H 0.188 -3.982 -3.259
H 0.694 -4.850 -1.790
H -0.514 -3.535 -1.690
H 2.021 -3.861 0.089
H 0.863 -2.505 0.256
H 2.608 -2.181 0.163
C -1.380 -5.943 -7.413
S -0.767 -5.631 -5.748
O -1.586 -4.524 -5.174
C 0.808 -4.919 -6.261
H -2.383 -6.358 -7.333
H -1.414 -5.010 -7.975
H -0.728 -6.662 -7.910
H 0.631 -4.053 -6.899
H 1.389 -5.672 -6.794
H 1.350 -4.610 -5.368
C -0.384 5.552 4.741
S 1.349 5.318 5.159
O 1.774 4.044 4.507
C 1.082 4.955 6.903
H -0.451 5.747 3.674
H -0.947 4.651 4.980
H -0.780 6.406 5.292
H 0.420 4.095 7.004
H 0.648 5.828 7.390
H 2.046 4.729 7.354

***

2.
39
Properties=species:S:1:pos:R:3 method="wB97M-V/def2-TZVPD" spin_multiplicity=2 lumo_energy_ev="0.213 / -2.247" homo_ev="-7.4656 / -6.7599"
Li -0.895 0.774 0.456
C -0.032 3.863 0.346
O 0.418 2.546 0.431
H 0.295 4.354 1.263
H 0.443 4.532 -0.373
H -1.088 4.124 0.290
C 0.245 -0.780 3.122
O -0.256 0.416 2.549
H -0.334 -1.172 3.959
H 0.440 -1.569 2.395
H 1.220 -0.525 3.536
C -0.557 -2.861 -1.054
C -0.674 -1.409 -1.474
O 0.079 -0.535 -0.619
O -1.184 -3.030 0.242
H 0.487 -3.135 -0.905
H -0.980 -3.496 -1.832
H -1.699 -1.062 -1.607
H -0.137 -1.355 -2.421
H 0.813 -0.299 -1.192
H -0.706 -2.378 0.760
C 4.150 1.034 -2.486
C 3.248 1.466 -1.302
O 1.927 1.064 -1.429
O 4.112 -0.435 -2.569
H 5.172 1.292 -2.211
H 3.795 1.486 -3.412
H 3.174 2.553 -1.326
H 3.558 1.070 -0.335
H 1.417 1.678 -0.895
H 3.229 -0.704 -2.835
C -3.434 -0.558 1.055
O -2.851 0.300 0.446
N -4.493 -1.274 0.624
N -3.214 -0.814 2.363
H -4.889 -2.104 1.043
H -4.624 -1.137 -0.368
H -3.756 -1.474 2.904
H -2.417 -0.445 2.861

***

3.
44
Properties=species:S:1:pos:R:3 method="wB97M-V/def2-TZVPD" spin_multiplicity=1 lumo_energy_ev=-12.086 charge=+2 homo_ev=-13.5663
Tl -15.610 -21.844 -23.142
C -20.636 -17.401 -24.547
C -20.092 -18.545 -23.763
C -21.091 -19.605 -24.052
O -18.738 -18.859 -24.003
H -21.576 -17.038 -24.133
H -20.717 -17.535 -25.626
H -19.984 -16.528 -24.531
H -20.303 -18.202 -22.750
H -22.095 -19.410 -23.674
H -20.816 -20.584 -23.660
H -21.100 -19.543 -25.140
C -11.199 -22.351 -20.310
O -12.119 -21.905 -20.849
N -10.949 -23.623 -20.036
N -10.217 -21.571 -19.929
H -10.156 -23.803 -19.436
H -11.513 -24.401 -20.346
H -9.401 -21.831 -19.394
H -10.528 -20.638 -20.156
C -19.783 -23.563 -20.031
O -18.732 -23.101 -20.460
N -20.222 -23.540 -18.857
N -20.634 -23.934 -20.912
H -19.612 -23.154 -18.151
H -20.958 -24.217 -18.715
H -21.586 -24.180 -20.683
H -20.338 -23.943 -21.877
C -18.936 -25.498 -25.380
O -18.604 -24.585 -24.670
N -20.108 -26.044 -25.456
N -18.212 -26.219 -26.126
H -20.875 -25.658 -24.925
H -20.278 -26.654 -26.243
H -18.584 -27.127 -26.367
H -17.276 -25.924 -26.366
C -13.941 -16.884 -22.923
O -14.048 -18.047 -23.088
N -13.025 -16.250 -22.344
N -14.907 -16.088 -23.240
H -12.856 -15.255 -22.331
H -12.199 -16.806 -22.172
H -14.888 -15.115 -22.970
H -15.679 -16.591 -23.655

***

4.
50
Properties=species:S:1:pos:R:3 method="wB97M-V/def2-TZVPD" spin_multiplicity=1 lumo_energy_ev=-6.163 charge=+1 homo_ev=-10.8072
O 0.976 1.853 2.058
S 0.483 0.565 1.311
O 1.676 -0.409 1.170
O -0.043 0.911 -0.308
C -0.975 -0.094 2.284
C -0.593 -1.121 3.504
C -0.386 -2.685 2.960
P 1.484 -3.080 3.134
F 1.882 -4.155 4.460
Br 2.322 -3.805 1.101
H 0.810 0.890 -0.870
H -1.739 -0.566 1.501
H -1.558 0.822 2.765
H -1.556 -1.177 4.209
H 0.282 -0.759 4.201
H -0.645 -2.720 1.799
H -1.087 -3.396 3.602
H 2.154 -1.797 3.388
C 4.517 -6.852 6.030
O 5.263 -7.492 6.754
N 3.480 -6.138 6.504
N 4.663 -6.805 4.694
H 2.854 -5.605 5.924
H 3.334 -6.147 7.505
H 5.432 -7.329 4.296
H 4.059 -6.284 4.081
C 1.271 -0.342 -3.809
O 1.059 0.342 -2.820
N 1.190 -1.685 -3.795
N 1.603 0.185 -5.001
H 1.361 -2.265 -4.599
H 0.943 -2.123 -2.917
H 1.674 1.193 -5.055
H 1.781 -0.362 -5.826
C -0.876 4.292 -2.442
O 0.076 4.591 -3.145
N -1.080 3.043 -1.986
N -1.808 5.185 -2.061
H -1.858 2.777 -1.406
H -0.402 2.340 -2.250
H -1.692 6.137 -2.383
H -2.599 4.957 -1.483
C -4.628 5.699 -4.129
O -4.420 5.840 -2.934
N -5.569 6.396 -4.791
N -3.936 4.832 -4.890
H -5.755 6.294 -5.774
H -6.113 7.060 -4.254
H -3.218 4.287 -4.431
H -4.093 4.702 -5.875